# 1
The following is a quantum chemistry calculation of a 30-piece molecular cluster, C26H112NO36P2 overall, from the Open Molecules 2025 dataset.

The geometry in XYZ format:
```
177
Properties=species:S:1:pos:R:3:forces:R:3
C -6.0556 -0.8905 -3.2007 -0.2360 -0.2522 -0.4022
C -5.7477 -1.6332 -4.4954 -0.4968 0.9745 -0.2032
O -4.3513 -1.5005 -4.9021 0.1573 -0.0761 1.2480
P -3.3198 -2.5706 -4.3395 -0.2168 -1.0626 -1.5285
O -3.0538 -3.5720 -5.3786 0.3849 -0.7576 -0.1814
C -3.8326 -3.3920 -2.8276 0.5170 1.0964 0.7709
C -3.5181 -2.6479 -1.5075 -0.3290 -0.8007 -0.6377
C -2.5105 -3.3850 -0.6492 -0.7351 1.2293 1.5149
C -2.4079 -2.6125 0.6852 1.2516 0.5157 0.0274
C -0.9048 -2.2707 0.8608 -0.1194 0.2442 0.5247
C -0.3031 -2.9018 2.1090 0.8241 -0.1228 0.3294
C 1.1143 -2.3676 2.4539 -0.4233 -0.6520 -0.0686
P 1.1149 -1.6303 4.0838 -0.3271 0.3239 0.1136
O 0.2105 -0.4804 4.1753 -0.1314 0.5463 -0.1607
O 2.6275 -1.3545 4.4665 -0.2100 0.1992 -0.0361
C 3.1045 0.0187 4.4793 0.8360 0.4092 -0.2458
C 2.9260 0.7811 3.1776 -1.2422 -0.2128 1.3169
O 0.6637 -2.8208 5.0221 0.4321 -0.2130 0.0915
C 0.7835 -2.5240 6.4425 0.1480 -0.1181 0.5112
C 1.9991 -3.1918 7.0710 -0.0507 0.2383 -0.3012
C -0.2723 -2.6819 -0.4175 -0.8576 -0.4796 0.4065
C 1.1048 -2.4707 -0.8464 0.5030 0.0239 -0.0681
C 1.3653 -0.9939 -1.1793 -0.4684 -0.0415 -0.4077
C 2.6924 -0.8144 -1.8959 0.3154 0.1284 0.1298
C 3.8708 -0.8069 -0.9292 -0.5618 0.1348 0.1524
C 3.7607 0.2895 0.1422 0.9355 -0.7303 -0.0509
C 4.8732 1.3263 0.1395 -0.3437 0.1798 0.3704
C 4.6653 2.2183 1.3651 0.9905 -0.2125 -0.7927
C 5.6535 3.3826 1.4934 -0.8028 -0.2214 0.5421
C 4.9989 4.6640 1.9774 0.2924 0.4246 -0.0457
O 5.2774 4.8938 3.3621 -0.0446 -0.3094 0.0921
C 5.2001 6.2633 3.6750 0.0411 0.2018 0.1066
N -1.1472 -3.2801 -1.1466 0.7627 -0.4163 -0.9516
O -1.9701 -1.7756 -4.0196 -0.4451 0.8002 0.6077
C -2.1094 -0.3975 -3.5557 -0.0285 0.1555 0.0192
C -1.8609 0.5643 -4.6767 0.1425 0.2993 0.2555
H -7.0307 -0.4319 -3.3303 -0.2440 -0.0631 0.0884
H -6.1258 -1.5260 -2.3270 0.2182 -0.1127 0.2386
H -5.3680 -0.0707 -3.0476 0.2707 0.0717 0.1343
H -6.3071 -1.1399 -5.2796 0.0842 -0.1421 -0.3107
H -6.0803 -2.6630 -4.5026 0.2362 -0.2557 0.0471
H -4.8666 -3.6935 -2.8289 -0.2612 -0.0339 -0.3555
H -3.2567 -4.3082 -2.8064 -0.0165 -0.2975 -0.4050
H -3.1605 -1.6373 -1.6548 0.1158 0.2074 -0.0082
H -4.4243 -2.5562 -0.9233 -0.1123 0.0210 0.2504
H -2.7730 -4.4142 -0.4334 -0.0366 -0.3052 -0.4986
H -2.8083 -3.1450 1.5353 -0.0162 -0.2707 0.0778
H -2.9069 -1.6559 0.6511 -0.4782 -0.0109 -0.3196
H -0.7227 -1.1989 0.9665 -0.2281 0.1893 0.0054
H -0.9511 -2.6607 2.9438 -0.3708 0.0555 -0.0233
H -0.3006 -3.9867 2.0357 0.0115 -0.1697 -0.0693
H 1.8667 -3.1506 2.4357 0.1356 -0.1163 -0.1374
H 1.3805 -1.6072 1.7273 0.3257 0.2938 0.1466
H 2.7107 0.5797 5.3169 -0.4131 -0.1983 0.1889
H 4.1714 -0.0561 4.6624 0.1462 -0.3183 0.0970
H 1.9680 1.2879 3.1694 -0.3389 0.0423 -0.0197
H 3.6894 1.5490 3.1199 -0.7634 -0.5335 0.5074
H 2.9410 0.1102 2.3240 0.1616 0.2816 0.4438
H -0.1415 -2.8455 6.8979 -0.1323 -0.2394 0.0876
H 0.8583 -1.4565 6.6254 -0.1497 0.2768 -0.4108
H 2.6711 -3.5094 6.2817 0.0966 -0.2443 -0.0842
H 2.5442 -2.4571 7.6534 0.0695 0.0033 0.2895
H 1.7332 -4.0283 7.7028 0.0215 -0.2095 0.0398
H 1.3343 -3.0530 -1.7364 -0.0474 -0.2035 -0.0723
H 1.7565 -2.7944 -0.0368 0.1675 -0.0671 -0.0219
H 0.5723 -0.6618 -1.8477 -0.1910 0.0230 -0.1061
H 1.2768 -0.3786 -0.2889 0.0881 0.0635 0.1414
H 2.8155 -1.6169 -2.6217 -0.0260 -0.0507 -0.1788
H 2.6663 0.1130 -2.4632 -0.0146 0.2019 -0.0261
H 3.8702 -1.7772 -0.4333 0.2836 -0.1960 0.0149
H 4.8030 -0.7163 -1.4746 0.1810 -0.0429 -0.1187
H 3.8404 -0.1971 1.1157 0.0200 -0.1149 -0.4912
H 2.7929 0.7853 0.1279 -0.1009 0.1775 -0.0873
H 4.8427 1.9274 -0.7618 0.1562 0.0132 -0.1267
H 5.8387 0.8323 0.2263 0.1786 -0.0977 -0.1732
H 4.7645 1.5659 2.2327 0.6747 0.4220 -0.7041
H 3.6255 2.5418 1.3426 -0.0483 0.3431 0.0614
H 6.3530 3.0996 2.2749 0.4971 0.0997 -0.1132
H 6.1977 3.5813 0.5793 0.0921 -0.0912 -0.2024
H 3.9146 4.6597 1.8610 -0.1924 -0.1159 -0.1668
H 5.3722 5.5056 1.3954 0.0664 0.1308 0.0017
H 4.9093 6.4032 4.7125 0.0166 -0.2307 0.2113
H 6.1687 6.7406 3.5267 0.1152 0.1657 -0.1064
H 4.4686 6.7834 3.0609 -0.1106 0.0510 -0.1431
H -0.8528 -3.6594 -2.0418 -0.2493 0.0184 -0.1109
H -3.1036 -0.2150 -3.1619 -0.2534 -0.2102 0.0010
H -1.4330 -0.2603 -2.7175 0.3152 -0.0989 0.0066
H -0.8335 0.5296 -5.0219 0.0942 -0.0882 -0.2297
H -2.5508 0.3863 -5.4902 0.0200 -0.1050 -0.2341
H -2.0540 1.5659 -4.2996 0.0377 0.1990 0.0284
O -2.6845 -3.2175 7.0643 0.1119 0.1291 -0.1046
H -2.9748 -3.9087 6.4619 -0.0765 -0.0667 0.0943
H -2.1331 -2.6447 6.5207 -0.0745 0.0522 -0.0373
O 0.6815 -2.5574 -4.9934 0.1747 -0.3755 0.2720
H -0.0566 -2.0444 -4.6442 -0.1196 -0.0033 -0.1316
H 0.2541 -3.3615 -5.3123 -0.1826 0.1598 -0.2328
O 5.1544 2.6438 5.6421 1.6127 -0.2387 -0.3317
H 4.1991 2.5368 5.6232 0.7983 -0.8146 -0.9122
H 5.3355 3.2113 4.8817 0.1337 0.1587 -0.0177
O 2.8141 -4.8570 -4.5840 -0.1201 -0.1543 0.1266
H 2.2904 -5.4659 -4.0540 0.0119 -0.0466 -0.0258
H 2.2005 -4.1581 -4.8381 0.1620 0.2169 0.0087
O -4.2162 -6.5799 -5.2100 -0.1782 0.3199 0.1006
H -3.7906 -5.7391 -5.4407 -0.0308 0.0795 0.0928
H -4.2980 -7.0475 -6.0507 0.1519 -0.1852 -0.0478
O 2.9044 2.9875 6.0226 -2.2593 0.8253 0.9011
H 2.0554 3.3267 6.3221 -0.2510 -0.2056 -0.1782
H 3.5475 3.3817 6.6203 -0.0427 0.3642 0.4009
O -2.4639 -1.8045 9.9696 0.0825 0.0500 -0.0659
H -2.1034 -0.9099 9.9854 -0.0204 0.0801 0.0788
H -2.6270 -1.9996 9.0413 -0.0723 -0.1473 -0.0024
O 5.4719 7.5852 0.1304 -0.2110 -0.0061 -0.0166
H 6.4208 7.6059 0.3168 0.0277 -0.0239 -0.0308
H 5.2912 8.4442 -0.2645 0.0263 -0.0098 0.0081
O -8.6225 -2.5334 -4.6784 -0.0249 -0.2380 -0.0124
H -9.1409 -2.2089 -5.4203 0.0937 0.2089 0.0067
H -8.3650 -3.4295 -4.9384 -0.0058 -0.0712 0.1007
O -1.4687 0.9297 10.8831 0.0241 0.0085 0.0155
H -1.2295 1.8511 10.7510 -0.0082 0.0084 -0.0481
H -1.5733 0.8372 11.8354 -0.0265 -0.0776 -0.0038
O 5.2034 -0.9265 7.2613 -0.0834 -0.0746 -0.0468
H 4.6939 -1.4228 6.6126 0.0216 -0.0196 0.0065
H 5.8459 -0.4322 6.7427 -0.0011 0.1129 0.0259
O 8.2326 5.0031 0.3067 -0.0870 0.0402 0.0482
H 8.6353 5.7732 -0.1066 -0.0846 0.0330 -0.0575
H 8.0801 5.2824 1.2186 0.1916 -0.0530 0.0745
O 5.2641 9.9932 1.8909 0.0118 0.1894 -0.3010
H 4.7330 10.6988 2.2722 0.0211 -0.0261 0.1217
H 4.6221 9.3142 1.6601 0.0981 -0.1848 0.1875
O 3.7397 9.2229 4.4351 -0.1068 -0.0582 0.0475
H 3.1543 8.5006 4.6824 -0.0399 0.0311 0.0152
H 4.3841 9.2671 5.1481 0.0555 0.0479 -0.0400
O 8.2280 8.1646 -0.3529 0.1758 0.0521 -0.0632
H 9.1522 8.3715 -0.1791 -0.0019 -0.0093 0.1248
H 7.8758 8.9692 -0.7474 0.0030 0.0089 -0.0412
O -6.0662 2.1959 -2.4230 -0.0223 0.2988 -0.0378
H -6.9418 1.8401 -2.6081 -0.0057 -0.0435 0.0353
H -5.9256 2.8523 -3.1206 -0.0512 0.1004 0.0223
O -7.5943 -5.4660 -5.1756 0.0784 0.0074 0.0731
H -8.0726 -6.1795 -5.6092 -0.0631 0.0110 0.0299
H -6.7601 -5.8700 -4.9026 0.1093 0.0692 -0.1700
O -7.7453 -0.5900 -7.1582 0.1065 0.0297 -0.0799
H -7.2945 0.2539 -7.2576 -0.0859 0.0480 -0.0287
H -7.6955 -1.0021 -8.0310 -0.1227 -0.1413 0.0537
O 9.3108 5.5879 3.2561 -0.1168 0.0040 -0.0283
H 9.6183 4.6903 3.4185 0.0216 -0.0147 -0.0614
H 8.9447 5.8735 4.0990 -0.0126 0.0186 0.0005
O -2.3672 -0.7321 -7.9369 -0.0889 0.0428 0.1659
H -2.9117 -1.2187 -7.3064 0.0171 -0.1343 -0.0714
H -2.9436 -0.0360 -8.2669 0.0176 -0.0084 -0.0722
O -5.3226 4.9018 -3.5861 0.1340 -0.0960 0.1993
H -4.6427 4.8338 -2.9071 0.0561 0.0139 -0.0336
H -5.4079 5.8489 -3.7348 -0.1270 -0.0162 -0.1157
O -8.9689 -2.9163 -8.7506 0.1174 0.0540 0.0865
H -8.5928 -3.7905 -8.6065 0.0321 -0.0020 -0.0519
H -9.5109 -2.7564 -7.9721 -0.0829 0.0323 -0.0426
O -3.3504 -7.7473 -7.9359 -0.0415 0.1672 0.0424
H -2.9144 -6.9250 -8.1835 0.0472 -0.0142 -0.0047
H -3.4566 -8.2220 -8.7661 -0.0547 -0.0681 0.0330
O -5.1502 -1.8280 1.3642 0.1584 -0.0094 0.0074
H -6.0697 -1.6073 1.5198 -0.2619 0.0605 0.0421
H -4.6677 -1.2399 1.9565 -0.1217 0.0515 0.0286
O 3.9565 3.5783 -1.8761 -0.1153 0.1422 -0.2029
H 4.4711 4.3664 -2.0833 0.0176 0.0335 0.1087
H 3.8170 3.1541 -2.7286 0.0109 0.0177 -0.0189
O -6.4982 4.0072 0.0531 0.0787 -0.1905 -0.2666
H -6.0092 4.8276 -0.0522 -0.0436 0.0828 0.1351
H -6.4466 3.5821 -0.8195 0.0202 -0.1110 0.1719
O -6.5221 1.9677 2.4233 0.0456 -0.2065 -0.1194
H -7.4274 1.6934 2.2506 -0.0431 0.0552 0.0915
H -6.3280 2.5773 1.6999 -0.0057 0.1988 -0.0767
O -4.6636 -6.1532 -2.1122 0.0331 -0.1007 0.0610
H -4.4000 -6.6570 -2.8937 -0.0221 -0.0166 -0.1479
H -5.5661 -5.8782 -2.3006 -0.0507 -0.1290 0.0609
O 5.5378 -6.2501 -4.1909 -0.0691 -0.0890 0.0203
H 5.8928 -6.7143 -4.9540 0.0362 -0.0090 0.0077
H 4.6608 -5.9594 -4.4665 0.0236 0.2098 -0.0578
```
Forces are in eV/Å.

Net charge ... +1
2S+1 ... 1
HOMO-LUMO gap ... 8.19 eV
Electronic energy ... -122555.6116 eV
HOMO energy ... -11.0 eV

---

# 2
The following is a quantum chemistry calculation of C26H12ClF5IN2OSTa as an isolated structure, from the Open Molecules 2025 dataset.

The geometry in XYZ format:
```
50
Properties=species:S:1:pos:R:3:forces:R:3
Ta -13.2969 -0.8328 11.5924 -0.6381 -0.4327 0.4795
C -17.5773 0.2724 10.9526 0.1757 -0.2502 0.1936
C -18.0233 0.5700 12.2426 0.0555 0.0352 -0.3170
C -17.1641 0.4168 13.3048 0.3780 -0.0216 0.2786
C -15.8613 -0.0205 13.1115 0.7471 -0.3838 -0.6714
N -15.4145 -0.3458 11.8414 -0.9345 0.2237 -0.3200
C -16.2930 -0.1903 10.7895 0.5609 0.0039 0.4401
C -14.8405 -0.1843 14.1647 0.3749 -0.2089 -0.5402
C -15.1416 0.0037 15.5197 0.5089 -0.0566 -0.6820
C -14.1598 -0.1796 16.4835 -0.1108 -0.1191 -0.2590
C -12.8858 -0.5759 16.1048 -0.0613 0.0799 -0.2928
C -12.5747 -0.7618 14.7561 -0.0988 0.1396 -0.6302
C -13.5238 -0.5695 13.7113 0.1675 0.0312 1.5171
H -18.2314 0.3620 10.1001 0.0340 0.0489 -0.0925
H -19.0274 0.9378 12.4092 -0.0088 -0.0531 -0.0409
H -17.4771 0.6551 14.3092 -0.0931 0.0201 -0.0150
H -15.9184 -0.4358 9.8004 -0.0090 -0.0416 0.0907
H -16.1278 0.3112 15.8278 -0.1064 -0.0273 -0.0036
H -14.4190 -0.0269 17.5188 0.1075 0.0056 0.1460
H -12.1190 -0.7244 16.8584 -0.0680 -0.0222 -0.1461
H -11.5484 -1.0488 14.5412 -0.1284 -0.0157 -0.1816
Cl -8.6527 2.8791 7.5964 -0.1246 -0.1115 0.1341
C -9.8298 2.3122 8.7196 0.1446 -0.1450 -0.2204
C -10.4776 3.2064 9.5161 -0.2273 0.3983 0.3313
C -11.4763 2.7941 10.4480 0.6796 0.1984 -0.5988
I -12.4892 4.1178 11.6592 0.0670 0.0258 -0.0729
C -11.7185 1.4643 10.4775 -1.6785 -0.3170 1.4852
O -12.7302 0.9170 11.2921 0.7138 0.2120 -0.6382
C -11.0842 0.5087 9.6985 -0.4937 -0.5851 0.3443
N -11.5125 -0.7884 9.9021 0.3977 -0.2152 -0.6318
C -10.9202 -1.7061 9.1081 -0.2868 0.2108 0.4644
C -9.9617 -1.3910 8.1286 -0.0876 0.1949 0.1738
C -9.5504 -0.0811 7.9621 -0.2389 -0.3462 0.0143
C -10.1205 0.9133 8.7800 0.3926 -0.0175 -0.4137
H -10.2296 4.2544 9.4246 -0.0283 0.0359 0.0557
H -11.2095 -2.7424 9.2610 -0.0413 0.1372 0.0063
H -9.5545 -2.1855 7.5079 -0.1068 0.1446 0.1996
H -8.8286 0.1863 7.1973 -0.0253 -0.0389 0.1408
F -14.3791 -6.9635 8.0475 0.0561 0.2404 0.1614
C -13.9616 -6.0844 8.9391 0.0217 -0.0746 0.0884
C -14.4810 -4.7888 8.9396 -0.1857 0.0304 -0.2498
F -15.3813 -4.4388 8.0277 0.1398 0.0379 0.2496
C -14.0214 -3.8983 9.8870 -0.1333 0.3882 -0.2274
F -14.5046 -2.5954 9.9168 0.1693 0.0121 0.0562
C -13.0577 -4.2202 10.8134 0.2923 0.5043 0.4024
S -12.5863 -3.1026 12.1145 -0.3043 0.3199 -0.0395
C -12.5410 -5.5016 10.7975 0.0024 -0.5370 -0.2175
F -11.6098 -5.8496 11.6714 -0.0520 -0.0187 -0.0366
C -12.9996 -6.4461 9.8752 0.1826 0.2461 0.0831
F -12.4913 -7.6623 9.8713 -0.0977 0.1142 0.0026
```
Forces are in eV/Å.

Net charge ... +2
2S+1 ... 1
HOMO-LUMO gap ... 5.95 eV
Electronic energy ... -78767.1350 eV
HOMO energy ... -14.3 eV
Energy above the lowest of the compared OMol25 structures with the same formula, charge and spin ... 0.0 kcal/mol

---

Number 1: E_LUMO -0.1022 Eh. Number 2: E_LUMO -0.3085 Eh.